1.
Formula: C4H7N3O
Source: the OMol25 dataset
Level of theory: ωB97M-V/def2-TZVPD

Cartesian coordinates (Å):
C 2.295 -0.653 0.253
C 0.123 0.413 -0.102
C -0.668 1.450 0.058
C -2.007 -0.122 -0.033
H 2.019 -0.470 1.306
H 3.399 -0.506 0.135
H 2.179 -1.721 -0.001
H 1.956 1.157 -0.754
H -0.284 2.447 0.128
H -3.861 -0.287 0.039
H -0.685 -1.627 -0.478
N 1.484 0.317 -0.491
N -2.002 1.188 0.122
N -0.791 -0.669 -0.092
O -3.156 -0.920 -0.091

The total charge is 0. As for the SMILES: CNc1cnc(O)[nH]1.



2.
Formula: C4H13NO2
Source: the OMol25 dataset
Level of theory: ωB97M-V/def2-TZVPD

Cartesian coordinates (Å):
C 1.791 -0.735 -0.437
N 0.434 -1.015 0.027
C -0.876 0.146 -1.793
C -0.569 0.005 -0.301
C -0.174 1.355 0.297
O -1.308 2.197 0.441
H 2.430 -1.577 -0.194
H 2.175 0.136 0.095
H 1.852 -0.505 -1.505
H 0.122 -1.886 -0.375
H -1.630 0.917 -1.948
H -1.267 -0.798 -2.176
H 0.011 0.423 -2.361
H -1.495 -0.281 0.205
H 0.321 1.214 1.259
H 0.505 1.909 -0.352
H -1.779 1.934 1.231
H 0.047 -1.066 1.865
H -0.234 -1.557 3.296
O -0.358 -0.816 2.727

The total charge is 0. As for the SMILES: CN[C@H](C)CO.O.



3.
Formula: H2INS
Source: the OMol25 dataset
Level of theory: ωB97M-V/def2-TZVPD

Cartesian coordinates (Å):
N -1.617 0.426 0.142
S 0.429 -0.799 0.049
I 2.669 -0.005 0.023
H -1.946 0.631 1.046
H 0.465 -0.253 -1.259

The total charge is 0. The multiplicity is 3. The expectation value of S² is 2.0206.



4.
Formula: C5H8ClNS
Source: the OMol25 dataset
Level of theory: ωB97M-V/def2-TZVPD

Cartesian coordinates (Å):
C 0.747 1.614 1.245
C 1.241 0.545 0.663
C 1.258 -1.506 -0.630
C -1.791 -0.170 0.046
C -0.640 0.107 -0.947
N 0.618 -0.244 -0.373
S 2.735 -1.988 -0.227
Cl 0.329 -2.463 -1.690
H 1.415 2.119 2.002
H -0.320 1.849 1.233
H 2.141 -0.006 0.984
H -1.368 -0.028 1.018
H -2.671 0.508 -0.014
H -2.299 -1.258 -0.287
H -0.800 -0.370 -1.825
H -0.595 1.292 -1.199

The total charge is 0. As for the SMILES: C=CN(CC)C(=S)Cl.



5.
Formula: CHBr2FS
Source: the OMol25 dataset
Level of theory: ωB97M-V/def2-TZVPD

Cartesian coordinates (Å):
C -0.020 0.564 1.406
F 0.107 -0.714 1.553
S -1.093 1.393 0.649
Br -0.691 -1.816 -3.135
Br 1.455 1.353 2.540
H 0.242 -0.780 -3.013

The total charge is 0. As for the SMILES: FC(=S)Br.Br.



6.
Formula: C5H12N3O2S
Source: the OMol25 dataset
Level of theory: ωB97M-V/def2-TZVPD

Cartesian coordinates (Å):
C -2.643 0.289 0.114
C -1.347 -1.805 0.252
C 3.026 1.238 -0.601
C 1.010 -1.837 -0.393
C 2.249 1.519 0.783
N -0.029 1.089 0.515
N -2.413 -1.038 0.320
N -4.032 0.637 -0.057
O -0.276 -1.249 -0.249
O 0.953 2.069 0.545
S -1.516 1.599 -0.032
H -1.233 -2.719 0.824
H 3.950 0.589 -0.442
H 2.510 0.732 -1.392
H 3.358 2.179 -1.122
H 1.240 -2.632 0.462
H 1.771 -1.057 -0.509
H 0.958 -2.213 -1.349
H 2.745 2.335 1.283
H 1.922 0.554 1.152
H -3.187 -1.551 0.649
H -4.539 -0.164 -0.374
H -4.476 1.436 -0.379

The total charge is +1.



The calculated total energy results, record by record, are as follows: -396.1057 -365.4244 -751.6798 -1108.3769 -5684.7485 -910.1794 hartree.
The energy relative to the best compared isomer or geometry (same formula, charge and spin) results, record by record, are as follows: 26.82 11.32 45.70 39.00 7.31 132.11 kcal per mole.